1.
Computed, not measured: a cluster of 2 separate species, C11H10Cl2NO4 in total at a distorted geometry, with ωB97M-V with the def2-TZVPD basis set.

Last column: Mulliken spin population.
Geometry (Å):
1 H -4.65736 -0.91417 1.19166  0.000
2 C -0.25531 1.28274 -0.54952  0.119
3 C -1.05154 -2.10125 0.41472  0.002
4 C -3.65734 -1.24513 0.90576  0.000
5 C 1.87456 -0.74893 -1.02833  0.724
6 H 1.21100 -1.53833 -1.37605  0.011
7 H 3.79402 2.92715 -0.55678  0.000
8 C -2.09654 -3.02261 0.42594  0.000
9 H -4.19395 -3.33468 0.82874  0.000
10 H 2.62599 3.98371 0.32154  0.000
11 O 2.48583 -2.01169 0.74879  0.097
12 N 2.80893 -1.12436 -0.03594  -0.038
13 C 2.79121 3.35991 -0.56536  0.001
14 H -2.81289 0.73532 1.03394  -0.002
15 H -0.02428 -2.46845 0.37955  0.001
16 C -1.32280 -0.73218 0.49733  0.000
17 H 2.62621 3.95476 -1.47208  0.000
18 C -0.21052 0.25398 0.35848  -0.038
19 C -3.39858 -2.59944 0.69335  -0.001
20 O 0.12875 3.62132 -0.58057  0.007
21 O 3.84210 -0.47158 0.05725  0.100
22 C 0.60428 2.51174 -0.55740  -0.013
23 Cl 0.52183 0.67527 1.91532  -0.009
24 C -2.62254 -0.31700 0.81567  0.002
25 H -1.87604 -4.08764 0.33486  0.000
26 Cl -1.26563 1.15065 -1.94357  0.013
27 O 1.89295 2.24406 -0.54859  0.003
28 H 2.23765 0.01681 -1.70872  0.017

Atoms 1-2, force components in eV/Å:
0.305 -0.086 -0.135
0.419 -1.727 0.271

Computed properties:
HOMO level (alpha / beta), eV: -9.28 / -9.66
Expectation value of S²: 0.76
Gap between HOMO and LUMO (alpha / beta), eV: 9.1478 / 7.6822
Relative energy (zero: lowest compared OMol25 entry of this formula, charge and spin), kJ/mol: 129.95
Multiplicity: 2
E, Eh: -1701.0734

---

2.
Computed, not measured: a structure of composition C11H10ClNReS at a distorted geometry, with ωB97M-V with the def2-TZVPD basis set.

Last column: Mulliken spin population.
Geometry (Å):
1 C 1.81101 1.55314 1.35365  0.021
2 H -2.07027 -2.59962 -0.26560  0.000
3 H 0.57426 -2.81244 -0.88397  -0.005
4 C -2.03984 -0.76493 -1.57826  0.155
5 H -1.04189 0.67708 -2.98963  0.010
6 H 0.65457 0.44554 2.96616  0.000
7 C 2.32090 -0.40776 0.16737  -0.023
8 H 1.79271 2.58373 1.68219  0.001
9 C -2.22965 0.94956 1.57464  0.103
10 H 1.16196 -0.78813 -2.59574  0.002
11 H 3.07329 1.56041 -0.54382  0.002
12 C 1.19112 0.42021 2.03411  -0.030
13 Re 0.42155 0.64092 0.05291  1.978
14 C -0.96496 -0.11476 -2.26450  0.049
15 Cl -0.06202 2.66431 -1.13895  0.122
16 H 1.31593 -1.77993 1.60640  0.000
17 C -0.12527 -2.03676 -1.23256  0.142
18 C 1.50449 -0.76930 1.29207  0.150
19 C 0.26219 -0.86465 -2.00688  0.039
20 C 2.52506 1.00709 0.18456  0.063
21 C -1.52977 -1.93541 -0.93695  0.048
22 S -3.54613 1.22626 2.40180  0.207
23 H -3.07306 -0.43572 -1.56238  0.005
24 H 2.73458 -1.11542 -0.52087  -0.010
25 N -1.22166 0.76644 0.94558  -0.030

Atoms 1-2, force components in eV/Å:
1.052 -1.079 0.274
0.070 0.163 -0.298

Computed properties:
HOMO level (alpha / beta), eV: -7.67 / -7.75
Expectation value of S²: 3.78
Gap between HOMO and LUMO (alpha / beta), eV: 7.9961 / 5.9371
Relative energy (zero: lowest compared OMol25 entry of this formula, charge and spin), kJ/mol: 27.20
Multiplicity: 4
E, Eh: -1416.4852

---

3.
Computed, not measured: an isolated molecule of C11H10ClNS at a distorted geometry, with ωB97M-V with the def2-TZVPD basis set.

Last column: Mulliken charge in e.
Geometry (Å):
1 C -0.97452 -1.99004 1.29132  0.760
2 H 3.55421 3.37096 0.21032  0.426
3 H -1.20083 -4.11960 1.15816  0.386
4 C -0.80589 -3.37376 1.84887  -1.527
5 C -1.48862 0.39660 0.05481  -0.772
6 C 0.97523 1.71951 -1.19372  0.185
7 C 0.84539 1.07459 0.02837  0.429
8 H 0.27322 -3.57166 2.03284  0.349
9 H -1.74051 1.33233 -0.39857  0.606
10 C 0.18789 1.44309 -2.41467  -1.524
11 C 0.06389 -1.02790 1.14763  -0.662
12 C -0.19095 0.12516 0.42724  0.793
13 C 2.72280 2.70326 0.01398  -0.459
14 H -0.35147 2.30614 -2.73796  0.338
15 H 2.34570 3.26246 -2.05560  0.456
16 H -0.53315 0.59153 -2.33587  0.377
17 S 1.98796 1.62011 1.20471  -0.156
18 H -1.35089 -3.47569 2.80389  0.330
19 N -2.48753 -0.45942 0.27077  -0.589
20 H 1.06030 -1.36607 1.37594  0.383
21 Cl -3.61093 -2.74139 0.86626  -0.190
22 C 2.10357 2.65857 -1.21571  -0.686
23 H 0.86072 1.16003 -3.21892  0.413
24 C -2.24560 -1.63881 0.83592  0.335

Atoms 1-2, force components in eV/Å:
-0.105 0.098 0.197
-0.099 -0.321 0.444

Computed properties:
HOMO level, eV: -8.47
Gap between HOMO and LUMO, eV: 8.9700
Relative energy (zero: lowest compared OMol25 entry of this formula, charge and spin), kJ/mol: 5.95
SMILES string: Cc1cc(-c2sccc2C)cnc1Cl
E, Eh: -1338.2986

---

4.
Computed, not measured: a structure of composition C11H10CsN4O4Te4, with ωB97M-V with the def2-TZVPD basis set.

Last column: Mulliken charge in e.
Geometry (Å):
1 C 3.43170 -0.62410 -3.58560  -0.183
2 C 0.93667 0.24449 -3.41359  0.787
3 H -0.60121 -0.01641 6.58846  0.418
4 N 0.92827 0.45696 -5.80535  -0.353
5 H -0.50428 -2.15135 5.38971  0.134
6 C 2.80651 -0.49621 -2.36944  -0.369
7 Te -1.75479 -2.53069 -3.65049  -0.619
8 C -0.92106 2.28181 2.53720  0.138
9 H -0.99268 4.14619 2.61869  0.382
10 Te -1.95724 3.18928 -2.52573  -0.589
11 H 3.30453 -0.75770 -1.44448  0.365
12 N -0.73347 -0.08925 2.74031  -0.097
13 N 2.83366 -0.32947 -4.74682  -0.691
14 C -0.57455 -1.23290 4.82146  -0.605
15 O -0.64603 -2.43064 1.38172  -0.397
16 H 4.45328 -0.98403 -3.64720  0.341
17 H -0.25716 -3.51745 4.15340  0.290
18 Te -3.70691 -0.64229 -3.65749  -0.143
19 H -0.07599 0.56954 -5.74387  0.112
20 Te -2.67806 1.68004 -4.67191  -0.250
21 C 1.58524 0.10916 -4.66647  0.390
22 O -1.04732 2.25166 1.35217  -0.442
23 C -0.73574 1.14473 4.78896  -0.481
24 C -0.54425 -2.46433 2.56717  0.259
25 H -0.78106 2.10784 5.27421  0.480
26 H 1.30027 0.08395 -6.66129  0.247
27 O -0.88756 3.42205 3.25542  -0.485
28 Cs -1.23697 -0.13313 -0.74100  0.736
29 N 1.53594 -0.06014 -2.29067  -0.217
30 C -0.78789 1.05723 3.40241  0.493
31 C -0.63366 -0.03144 5.50743  -0.693
32 O -0.35055 -3.63939 3.20387  -0.461
33 H -0.08827 0.60252 -3.39117  -0.564
34 C -0.61937 -1.21654 3.42998  1.065

Atoms 1-2, force components in eV/Å:
-0.013 -0.014 0.000
0.000 -0.035 0.008

Computed properties:
HOMO level, eV: -2.82
Gap between HOMO and LUMO, eV: 3.6479
Total charge: -1
Relative energy (zero: lowest compared OMol25 entry of this formula, charge and spin), kJ/mol: 94.69
E, Eh: -2037.5623

---

5.
Computed, not measured: a structure of composition C11H10F9NOPt at a distorted geometry, with ωB97M-V with the def2-TZVPD basis set.

Last column: Mulliken spin population.
Geometry (Å):
1 C 0.30265 -2.06054 -1.41860  -0.029
2 H 1.64875 0.56658 -3.37714  0.008
3 F 0.17193 1.71398 3.13305  0.000
4 F 1.29612 -0.51556 4.04503  0.003
5 C -1.25338 1.82241 -2.18672  0.182
6 H -0.51491 2.79173 -0.28878  -0.003
7 F -1.12161 1.56730 1.38963  0.004
8 H 2.23688 -1.47860 -0.63686  0.000
9 C 0.04301 -0.42827 1.89502  0.018
10 H 1.91110 1.72032 -0.96656  0.007
11 H -2.29105 2.09969 -2.20295  0.021
12 F 1.37749 -2.26586 2.73215  0.001
13 F -1.50877 -0.26253 3.80237  0.001
14 H -0.95938 0.69384 -4.11927  -0.005
15 C 0.83413 1.00834 -2.80294  0.168
16 C -0.53406 1.07098 -3.19808  0.121
17 H -0.22543 -2.24050 -2.37333  0.009
18 F 2.44335 -0.44520 2.18473  0.000
19 O 0.16688 -0.96381 0.65832  0.107
20 H -2.56644 -0.71130 -0.21370  -0.078
21 H 0.06263 -2.82002 -0.71031  0.011
22 H 1.95053 -1.21832 -2.44508  -0.009
23 C -0.29671 2.17584 -1.14647  0.173
24 C 0.97635 1.62857 -1.52899  0.239
25 F -2.38311 -0.65236 1.85263  0.005
26 C 1.30586 -0.91875 2.75053  0.013
27 C -1.30698 -0.90449 2.62621  0.016
28 C 1.51957 -1.45176 -1.48639  0.278
29 F 1.06716 1.58745 1.16710  0.001
30 C 0.04302 1.11780 1.92744  -0.028
31 F -1.27036 -2.23193 2.86045  0.001
32 N -2.62742 0.20503 -0.73856  1.664
33 Pt -0.49781 -0.20007 -1.18389  1.103

Atoms 1-2, force components in eV/Å:
-0.299 -2.689 -2.472
-0.443 0.165 0.222

Computed properties:
HOMO level (alpha / beta), eV: -7.41 / -9.38
Expectation value of S²: 6.03
Gap between HOMO and LUMO (alpha / beta), eV: 7.6519 / 7.1022
Multiplicity: 5
E, Eh: -1572.9918

---

6.
Computed, not measured: a structure of composition C11H10HgN2O4 at a distorted geometry, with ωB97M-V with the def2-TZVPD basis set.

Last column: Mulliken charge in e.
Geometry (Å):
1 N -1.37760 1.88455 1.06188  0.059
2 H -1.27786 4.31144 3.44693  0.390
3 C 1.07056 -1.72621 2.01238  0.193
4 H -3.45834 4.98749 2.28540  0.429
5 H -4.28840 3.60187 0.29050  0.415
6 C -3.14365 -1.65876 0.34490  0.145
7 C 0.28910 -2.29479 -1.71235  0.185
8 O 0.32781 -3.25865 -2.35983  -0.139
9 C 3.11387 1.97117 -0.26007  -0.367
10 O -1.44265 1.67727 -2.80181  -0.183
11 C -3.33816 3.29346 0.80496  -0.866
12 H 0.64971 1.36160 2.38934  0.101
13 Hg -0.93833 -0.65846 0.24908  0.890
14 C -0.69897 1.28003 -2.05514  0.202
15 H 0.46129 2.64044 3.52267  0.268
16 H -2.87468 1.63956 -0.40493  0.424
17 H 2.72425 0.84085 -2.07318  0.216
18 C -1.73675 3.77536 2.59782  -0.628
19 C 3.40598 0.94238 -1.15055  -0.416
20 H 3.59893 -0.09157 -0.71668  0.249
21 H 3.07294 1.70641 0.85007  0.168
22 H 2.14180 2.57303 -0.48702  0.159
23 O -3.59342 -1.63697 1.43130  -0.149
24 C -2.92036 4.09428 1.91152  -0.275
25 O 1.02922 -2.37661 2.97829  -0.181
26 C -1.01478 2.63743 2.12857  0.794
27 N 0.14179 2.20356 2.68825  -0.191
28 C -2.52065 2.20887 0.44050  0.109

Atoms 1-2, force components in eV/Å:
-2.139 0.117 -1.281
-0.760 -0.001 -0.532

Computed properties:
HOMO level (alpha / beta), eV: -15.17 / -15.17
Gap between HOMO and LUMO (alpha / beta), eV: 5.3955 / 4.0614
Total charge: +2
Relative energy (zero: lowest compared OMol25 entry of this formula, charge and spin), kJ/mol: 203.62
E, Eh: -988.2223

---

7.
Computed, not measured: a structure of composition C11H10IN4PtS2 at a distorted geometry, with ωB97M-V with the def2-TZVPD basis set.

Last column: Mulliken spin population.
Geometry (Å):
1 H -3.70465 -0.53167 0.44314  0.001
2 H -3.74595 1.05802 1.18462  0.003
3 C -1.78561 0.30821 0.83122  0.091
4 H -1.62278 -1.55434 2.91326  0.004
5 C 1.20272 -0.93490 -2.91009  0.051
6 C 1.03559 -3.30288 -2.80798  0.022
7 C 1.20810 -1.92863 -0.85100  0.013
8 N 1.24584 4.83968 1.06555  0.008
9 C -0.77727 0.03394 1.71769  0.139
10 S 0.90079 0.35334 1.51744  0.448
11 N 2.69469 6.24750 2.42092  0.008
12 H 0.97592 -4.26898 -3.28236  0.004
13 C -3.23168 0.09619 1.19716  0.007
14 H -0.13926 -0.83376 3.55212  -0.001
15 H -3.36956 -0.35527 2.17469  0.000
16 C 1.10700 -3.17351 -1.41589  0.002
17 I 1.17417 0.93411 -3.93233  0.076
18 C 1.04941 -2.13147 -3.56102  -0.018
19 S -1.62129 0.89623 -0.77017  0.414
20 C -1.07796 -0.61600 3.04728  0.005
21 H 1.08266 -4.04254 -0.77726  -0.001
22 N 1.20372 3.06386 -0.56362  0.026
23 H 1.23518 -1.79993 0.22222  0.007
24 H 0.96820 -2.15247 -4.63584  -0.001
25 C 1.30884 3.88278 0.27409  0.034
26 Pt 1.00370 1.11989 -0.93984  0.575
27 H -1.66284 0.04111 3.69301  0.009
28 N 1.28020 -0.78750 -1.56838  0.073
29 C 2.06211 5.53900 1.76135  0.002

Atoms 1-2, force components in eV/Å:
-0.083 -0.020 0.039
-0.042 -0.012 0.021

Computed properties:
HOMO level (alpha / beta), eV: -3.06 / -3.33
Expectation value of S²: 2.02
Gap between HOMO and LUMO (alpha / beta), eV: 5.3225 / 4.9833
Total charge: -1
Relative energy (zero: lowest compared OMol25 entry of this formula, charge and spin), kJ/mol: 118.85
Multiplicity: 3
E, Eh: -1857.5757

---

8.
Computed, not measured: a structure of composition C11H10N2O4Sr at a distorted geometry, with ωB97M-V with the def2-TZVPD basis set.

Last column: Mulliken charge in e.
Geometry (Å):
1 Sr 0.00156 -0.00175 0.51365  2.427
2 N 0.00532 -0.54477 2.63964  -0.840
3 H 1.44010 -2.43346 4.99626  0.364
4 C -0.86030 0.20576 3.38963  -0.399
5 C -0.92462 0.03237 4.75084  -0.791
6 H 0.93784 1.28026 -2.39585  0.364
7 C -0.00123 2.52374 0.12343  -0.027
8 O -0.00864 3.65733 0.25088  0.013
9 C -0.00199 -2.54130 0.09691  -0.081
10 H -0.94302 1.27682 -2.39489  0.355
11 H -1.60705 0.63727 5.32837  0.367
12 C -0.09188 -0.92535 5.35847  1.221
13 H 0.45503 -1.78291 7.18476  0.222
14 N -0.13081 -1.10594 6.69817  -0.430
15 C 0.81883 -1.47988 3.21076  -0.428
16 O -3.66226 -0.00478 0.00356  -0.038
17 O 3.66234 0.00359 -0.00118  -0.031
18 H -0.93829 -1.27984 -2.39441  0.368
19 H -0.74431 -0.56969 7.30988  0.218
20 C 0.00114 -0.65854 -2.45550  -0.693
21 O 0.01223 -3.65455 0.25557  0.022
22 C 2.48959 0.01129 -0.06861  0.032
23 H 0.94316 -1.27666 -2.39406  0.357
24 C -2.48610 -0.00673 -0.07179  0.011
25 H -1.47607 0.93016 2.85654  0.356
26 H 1.46368 -2.02840 2.53625  0.442
27 C -0.00141 0.65826 -2.45829  -0.587
28 C 0.78618 -1.68918 4.56702  -0.795

Atoms 1-2, force components in eV/Å:
-0.026 0.625 -2.003
-0.063 -0.500 1.857

Computed properties:
HOMO level, eV: -15.29
Gap between HOMO and LUMO, eV: 7.1831
Total charge: +2
E, Eh: -865.7577